(1)
Molecular formula: C36H60Cl10F5NO10S
Method: DFT, wB97M-V/def2-TZVPD

Computed properties:
Electronic energy in Ha: -7714.25194
Spin multiplicity: 1
Charge: 0
Lowest unoccupied orbital energy in Ha: 0.000
SMILES: C=C[N@H+]1[C@@H](S(=O)(=O)C(F)(F)C(F)(F)F)[C@@](CCCC)(OC[C@H](C)CC(C)C)O[C@@H](CCOC(C)=O)[C@@]1(CC(=O)O)C(=O)[O-].ClCCCl.ClCCCl.ClCCCl.ClCCCl.ClCCCl
Orbital gap in eV: 8.76
Energy relative to the best compared isomer or geometry (same formula, charge and spin) in eV: 0.000

Last column: Löwdin charge in e.
Atoms and positions in Å:
H: -1.1091 0.9495 -3.6845  0.03
C: -0.6487 -2.3684 -7.7024  -0.64
H: 0.1999 -1.4422 -9.4262  -0.02
H: -0.9428 -2.9589 0.4231  0.12
Cl: -7.1619 6.3113 6.0351  0.54
H: 1.3400 0.5670 -4.5761  0.05
H: 2.3979 -1.3584 0.5089  0.09
H: -0.4018 1.1720 2.5856  0.12
C: 0.2950 -0.4970 -2.9762  -0.40
O: 4.0150 -0.0660 4.0479  0.04
H: 0.7015 -2.7175 -0.1398  0.13
F: -3.2000 2.7754 0.5504  0.15
O: 2.2937 3.4626 3.0294  0.11
H: 0.3005 0.0661 -2.0467  0.09
H: 5.7873 -2.3979 5.2243  0.06
H: 3.2767 -0.4486 -0.8367  0.10
C: 1.9140 -2.0026 3.9884  -0.11
C: -1.9547 4.2127 1.9093  -0.61
Cl: -4.8659 3.4057 -2.3791  0.55
Cl: 3.5397 -2.2350 -11.0161  0.55
H: -1.6273 -1.8489 -1.8644  0.12
H: 1.0720 -1.2657 5.8703  0.12
C: 2.7342 0.1441 7.5602  0.02
C: 1.7107 -0.5533 -12.1442  -0.64
H: 2.8107 -2.0426 -13.2472  0.07
H: -3.1475 -2.8977 1.0691  0.10
H: 1.9783 0.9088 4.9940  0.11
H: -3.4231 5.2082 -2.7917  0.07
O: -0.4061 -0.9575 0.1172  -0.06
Cl: -3.0793 2.3346 -5.0691  0.58
Cl: 0.9960 -0.1832 -7.6126  0.55
H: 2.9469 -2.1359 3.6922  0.08
H: 2.8551 0.4252 8.6009  0.09
C: -1.0278 -3.9501 -1.9768  -0.05
N: 1.4823 1.0660 1.6565  0.05
H: 3.3325 0.7917 6.9178  0.09
F: -0.8945 4.2716 2.6895  0.20
C: -0.7582 -2.4799 -1.6767  -0.33
C: 3.1311 -1.2938 7.3770  -0.50
H: -2.4871 4.5996 -4.9378  0.07
H: -5.4339 -2.8605 1.6460  0.07
H: -1.6860 -2.0084 2.3748  0.13
C: 1.7452 1.4120 4.0581  -0.01
Cl: -7.3325 4.6145 3.0831  0.54
Cl: 0.3147 -1.6299 -11.8619  0.58
O: 4.2714 0.6050 1.9423  0.04
H: -6.4207 6.7773 3.2802  0.07
C: 2.5893 -0.4274 -0.0023  0.09
H: 5.4326 -5.3177 6.0852  0.07
H: -1.7560 -4.3995 -1.2995  0.08
H: -2.5390 3.6859 -2.5919  0.06
C: 1.8139 -1.9869 5.5116  -0.16
H: 3.7595 -0.6423 -12.7257  0.07
H: 1.4571 0.0814 -12.9910  0.07
H: -5.1827 5.5429 3.0197  0.05
F: -1.8746 5.0763 0.9234  0.21
C: 0.4971 -1.7016 -8.4110  -0.68
C: 2.5849 2.6490 3.8923  -0.47
C: -3.3997 4.1544 -3.0643  -0.66
C: 2.0567 0.4051 2.9296  -0.16
H: 2.0175 -1.0200 -4.1960  0.07
Cl: -0.1850 -3.0158 -6.1031  0.59
C: -0.9332 -0.1185 -3.8033  -0.09
F: -2.4750 2.0089 2.4496  0.13
O: 3.0969 -1.7658 6.1023  -0.06
H: 6.7561 -3.1934 6.4786  0.08
C: 2.0741 0.7338 0.3255  -0.09
H: -3.7142 -0.1833 1.8323  0.10
H: 2.0439 1.5647 -0.3626  0.13
C: -1.7375 -0.9478 2.1253  -0.07
C: -6.0838 5.7874 3.5763  -0.67
H: -5.6919 -2.2751 0.0193  0.07
F: -3.0236 4.5242 2.6478  0.17
H: -4.9416 6.3616 5.2825  0.07
C: 1.5740 -0.1200 -3.7655  -0.06
C: -0.3789 -0.6394 1.4566  -0.47
C: 2.9659 -1.3307 -12.4409  -0.66
H: -5.5709 4.7096 5.3687  0.07
O: -1.1637 1.5676 -0.7674  -0.22
H: 2.3265 0.3194 -3.1086  0.06
H: -2.7457 -0.0567 0.3977  0.10
C: 6.1762 -3.3531 5.5714  -0.66
C: 0.3620 -1.9840 -2.6245  -0.16
H: 4.3400 3.2114 4.2394  0.15
H: -0.0982 -4.5163 -1.8605  0.09
H: -1.3378 -4.0847 -3.0121  0.08
H: -1.8472 -0.6177 -3.4760  0.07
H: -4.2405 4.3849 -5.0414  0.07
O: 0.2524 3.1726 0.4292  -0.24
O: 3.6214 2.7811 4.7259  0.15
C: -0.3200 -2.3385 -0.2288  -0.14
H: -1.4781 -1.6822 -7.5497  0.07
H: -5.5531 -1.1205 1.3130  0.07
H: 1.4808 -2.9697 5.8507  0.13
H: -1.8253 -0.4157 3.0736  0.12
H: 4.4724 -3.9568 6.6973  0.06
O: 3.5101 -1.9964 8.2844  0.12
H: 1.6264 2.0880 1.7645  0.13
H: 0.3868 -0.5412 3.8992  0.14
H: 1.3708 -2.8956 3.6717  0.12
H: -0.7753 -0.3380 -4.8592  0.04
C: -0.0001 0.8636 1.6221  -0.15
C: -2.9714 -0.7158 1.2362  -0.17
C: 3.6483 0.2694 2.9404  -0.68
Cl: 7.3031 -3.9723 4.3322  0.53
H: -3.5063 -2.0128 -0.3811  0.10
H: 0.3612 -2.5961 -3.5301  0.06
S: -0.6912 2.0889 0.4691  0.82
H: 1.3398 -2.1449 -2.1544  0.12
C: 5.0603 -4.3227 5.8564  -0.63
Cl: 3.9480 -4.4543 4.4681  0.62
H: -0.9956 -3.2130 -8.2955  0.07
H: 1.3681 -2.3501 -8.4608  0.06
C: 1.2165 -0.8638 3.2496  -0.22
H: 1.6892 0.3017 7.2854  0.08
C: -3.6423 -1.9983 0.7023  -0.23
C: -5.7949 5.7254 5.0534  -0.67
C: -2.1814 2.7708 1.3845  -0.47
C: -3.3327 4.0238 -4.5653  -0.65
H: 1.8309 0.0700 -11.2611  0.07
H: 0.6899 1.6871 4.0879  0.13
O: 0.6157 -1.4260 2.0873  -0.02
C: -5.1614 -2.0698 0.9488  -0.09

Atoms 1-2, force components in eV/Å:
H 0.0 0.0 -0.2
C -0.1 -0.1 0.0

***

(2)
Molecular formula: C36H60CuN6OSSbSeSi2
Method: DFT, wB97M-V/def2-TZVPD

Computed properties:
Electronic energy in Ha: -7071.03305
Spin multiplicity: 2
Charge: -1
Lowest unoccupied orbital energy (spin up / spin down) in Ha: 0.075 / 0.075
Expectation value of S²: 0.7552
Orbital gap (spin up / spin down) in eV: 6.77 / 6.88

Last column: Löwdin charge in e.
Atoms and positions in Å:
H: -6.3980 4.7851 -0.9880  0.10
H: 2.9046 -4.1996 -4.5300  0.08
C: -4.2727 5.1101 -1.0784  -0.04
C: 1.9576 0.4812 -3.5739  -0.72
C: -1.2625 -3.2831 2.8464  -0.08
H: -4.3194 6.0454 -1.6184  0.10
N: -0.1445 1.0463 1.1621  0.06
C: -5.4120 4.3996 -0.7421  -0.16
H: -2.3102 -3.4852 -0.5698  0.04
H: 5.7933 -1.2839 -1.3512  0.06
H: -3.8182 -4.3702 -0.3324  0.03
Si: -2.7699 -0.3073 3.5068  0.45
Se: -2.4459 2.0725 -4.0044  0.44
C: -5.1356 -3.0387 2.1952  -0.18
C: 3.8777 -3.6851 -2.1277  -0.15
H: -4.2183 -1.0214 -1.1205  0.01
H: 1.2506 -2.8290 0.0601  0.03
C: -1.3591 -2.2234 1.9258  -0.45
H: 0.4826 -0.4139 2.4626  0.10
H: 5.5815 -1.9529 -3.3129  0.05
H: -0.6127 -0.3467 4.7612  0.02
C: 3.5066 -2.6312 -3.1733  -0.72
C: 3.0835 0.8734 -4.5217  -0.12
H: -1.8684 6.2374 -1.2935  0.07
H: 2.7501 1.7090 -5.1499  0.08
H: -1.8077 1.7925 4.4179  0.02
N: -0.4445 -2.1019 0.9508  0.10
H: -5.2354 -2.4640 -0.9861  0.03
H: 1.5414 -3.4730 -3.6675  0.07
C: -2.5158 -1.2727 1.8875  -0.43
H: 3.0074 -4.0167 -1.5546  0.07
C: 1.4365 1.7269 -2.8507  -0.14
H: -0.1503 -4.9983 3.4778  0.10
C: -3.0666 4.5491 -0.6855  -0.35
C: 2.7971 3.5637 2.9798  -0.50
C: 3.6375 1.2186 -0.3890  -0.13
C: -2.4195 1.5597 3.5397  -0.22
H: 1.5635 -4.7065 1.6584  0.09
H: 4.2157 1.5244 0.4926  0.09
C: -0.2181 -4.1776 2.7730  -0.08
H: 4.1202 -2.1127 0.3654  0.06
H: 3.9832 1.1962 -3.9912  0.07
H: 1.0709 -0.9943 -4.9343  0.05
H: 2.5797 1.3426 -0.1480  0.05
H: -4.5324 0.1005 5.1725  0.03
C: 0.6411 0.6089 2.1477  -0.11
C: 4.7614 -2.2583 -3.9587  -0.11
H: -0.6527 2.6151 -0.0555  0.07
H: -5.7239 -3.7937 1.6654  0.03
C: -1.5704 -0.8621 4.8848  -0.18
H: 2.3137 -2.6074 -5.0008  0.06
H: -1.0767 5.1167 -0.1601  0.06
H: 0.8770 2.3424 -3.5642  0.07
N: 2.5515 4.9033 2.9560  0.17
C: -4.1667 2.7394 0.1801  -0.74
H: -5.2443 -0.0693 3.5633  0.02
C: -4.4941 -0.4776 4.2443  -0.20
H: -1.9251 1.9469 2.6519  -0.01
Sb: 2.4034 -1.0561 -2.0600  1.62
H: 2.9064 -0.9922 0.9847  0.05
C: 3.9003 -1.0561 0.5354  -0.15
C: 1.7569 2.7068 2.3188  -0.14
H: -4.6680 -3.5216 3.0573  0.02
H: 0.4208 0.6447 -5.0822  0.07
C: 5.4174 -0.2628 -1.2743  -0.12
H: 4.5856 -1.4606 -4.6778  0.05
C: 0.7290 -4.0264 1.7657  -0.08
H: -2.0414 -3.4073 3.5860  0.11
O: 3.7926 3.0909 3.4911  0.06
Si: -3.8583 -2.3185 1.0063  0.46
H: 3.3529 0.0565 -5.1922  0.06
C: -4.8357 -1.6054 -0.4359  -0.23
C: 3.9879 -0.2233 -0.7477  -0.71
H: 0.7392 1.4738 -2.0472  0.04
S: -4.1442 1.1531 0.8934  0.75
H: -2.5232 -4.4924 0.8649  0.02
H: -1.3606 -1.9206 5.0008  0.00
H: 4.6224 -0.6776 1.2700  0.09
H: 2.2343 1.0076 3.5373  0.12
H: 6.0754 0.2714 -0.5763  0.08
C: 0.9528 3.1600 1.2844  0.00
H: -4.7600 -1.5099 4.4749  0.01
H: -0.0545 -0.3558 -3.7259  0.06
C: 0.5569 -2.9798 0.8804  -0.16
C: 0.0177 2.2974 0.7324  -0.13
H: -1.2991 4.6579 -1.8564  0.07
H: 3.1840 5.4932 3.4684  0.11
C: -1.7502 5.1906 -1.0147  -0.03
H: 1.0553 4.1574 0.8762  0.11
H: 5.5146 0.2126 -2.2524  0.07
N: -3.0141 3.3965 -0.0252  0.10
H: -5.8207 -2.2746 2.5636  0.02
N: -1.8836 0.9597 -1.3281  0.01
C: 1.6065 1.3966 2.7478  0.01
C: 0.7883 -0.1028 -4.3723  -0.15
N: -5.3820 3.2257 -0.1340  0.04
H: 2.2423 2.3329 -2.4396  0.06
H: 4.6284 -3.3177 -1.4248  0.05
H: 3.8841 1.9056 -1.1991  0.07
C: -3.0324 -3.8107 0.1830  -0.17
Cu: -2.0421 0.1080 0.4650  0.25
H: 1.6369 5.2545 2.7364  0.10
H: 4.2998 -4.5667 -2.6272  0.08
H: 5.1020 -3.1378 -4.5220  0.08
C: 2.5008 -3.2550 -4.1434  -0.15
C: -2.0979 1.3975 -2.3839  -0.92
H: -5.6616 -0.9682 -0.1260  0.00
H: -1.9966 -0.5019 5.8271  0.03
H: -3.3632 2.1012 3.6229  0.02

Atoms 1-2, force components in eV/Å:
H 0.0 0.0 0.0
H 0.0 0.0 0.0

***

What is the formula in the second record?
C36H60CuN6OSSbSeSi2

***

Among the records above, which one has the highest spin multiplicity?
C36H60CuN6OSSbSeSi2

***

Number 1 is which compound?
C36H60Cl10F5NO10S

***

What is the formula in the first record?
C36H60Cl10F5NO10S